[1]
14
Properties=species:S:1:pos:R:3:nbo_charge:R:1 method="wB97M-V/def2-TZVPD" multiplicity=1 charge=0 orbital_gap_ev=7.833 de_lowest_ev=4.941 homo_energy_ev=-8.090
C 1.7388 1.2749 -0.2310 -0.64
C 0.6202 0.4095 -0.1492 0.13
C -1.0222 -0.3928 1.1299 0.67
C -0.1820 -0.3114 -0.8393 0.40
H 1.4759 2.0849 0.3684 0.23
H 1.6670 1.5000 -1.4464 0.23
H 2.8540 0.8538 -0.0660 0.23
H -1.6782 -0.4804 2.8728 0.34
H -1.4273 -1.7762 -0.1275 0.42
H -1.1678 -1.0727 -2.5757 0.48
N -1.9074 -0.8152 1.9916 -0.76
N -1.1759 -0.7129 -0.0914 -0.62
O 0.2417 0.1027 1.3005 -0.48
O -0.0368 -0.6641 -2.1369 -0.64

[2]
14
Properties=species:S:1:pos:R:3:nbo_charge:R:1 method="wB97M-V/def2-TZVPD" multiplicity=1 charge=0 smiles="C=CNC1=NOCO1" orbital_gap_ev=9.256 de_lowest_ev=3.525 homo_energy_ev=-8.519
C 2.5130 0.8871 -0.1106 -0.47
C 2.0172 -0.3270 0.0664 -0.01
C -0.4493 -0.0760 -0.0107 0.61
C -2.6152 -0.1687 0.0022 0.21
H 3.5804 1.0314 0.0125 0.21
H 1.8956 1.7365 -0.3747 0.22
H 2.6755 -1.1624 0.2629 0.20
H 0.4858 -1.7604 -0.0862 0.42
H -3.4288 -0.2729 -0.6534 0.18
H -2.9567 -0.4250 1.0678 0.13
N 0.7113 -0.7770 -0.0401 -0.60
N -0.7841 1.1343 0.0869 -0.24
O -2.1853 1.1765 -0.0593 -0.37
O -1.4596 -0.9964 -0.1637 -0.51

[3]
14
Properties=species:S:1:pos:R:3:nbo_charge:R:1 method="wB97M-V/def2-TZVPD" multiplicity=1 charge=0 smiles="O=CNC(=O)N1CC1" orbital_gap_ev=10.644 de_lowest_ev=4.496 homo_energy_ev=-10.016
C 1.0302 -1.3971 -0.3757 0.50
C -0.9471 -0.0412 -0.0422 0.80
C 0.7746 1.5148 0.5013 -0.24
C -0.2716 2.4272 -0.0140 -0.23
H 1.2658 -0.8159 -1.5337 0.16
H -0.4212 -2.1080 0.8112 0.43
H 1.0112 1.1430 1.6692 0.21
H 1.8771 1.4513 0.2494 0.22
H -1.3483 2.6084 0.3661 0.25
H -0.1443 3.1875 -0.7808 0.23
N -0.1376 -1.3270 0.3033 -0.67
N -0.1732 0.9362 -0.3059 -0.46
O 1.7681 -2.3416 -0.0692 -0.60
O -2.2158 0.1225 -0.0782 -0.61

[4]
14
Properties=species:S:1:pos:R:3:nbo_charge:R:1 method="wB97M-V/def2-TZVPD" multiplicity=1 charge=0 orbital_gap_ev=10.255 de_lowest_ev=3.210 homo_energy_ev=-9.627
C 0.5751 -0.6972 -1.0857 -0.32
C 1.1224 1.0850 0.7092 -0.41
N 0.2142 0.1052 0.1352 -0.40
N -1.7123 -0.9277 0.0564 -0.81
C -0.8636 -0.5717 1.0044 0.78
C -0.6816 0.0300 -1.2726 0.77
O -0.8487 -0.4204 2.2000 -0.61
O -1.2522 0.6962 -2.0704 -0.53
H -2.6331 -1.2328 0.3462 0.40
H 1.4064 -0.2665 -1.6418 0.23
H 0.6079 -1.7747 -0.9725 0.24
H 1.9062 1.3549 0.0032 0.21
H 0.5639 1.9708 0.9997 0.22
H 1.5954 0.6491 1.5887 0.23

[5]
15
Properties=species:S:1:pos:R:3:nbo_charge:R:1 method="wB97M-V/def2-TZVPD" multiplicity=1 charge=0 orbital_gap_ev=5.947 de_lowest_ev=11.420 homo_energy_ev=-8.549
C -1.1164 1.2877 0.0360 -0.68
C 0.0599 0.3636 0.0875 0.16
C 1.5297 0.3576 -0.1454 0.12
C 1.8925 -0.9927 -0.0591 0.64
H -0.7534 2.2682 -0.0624 0.23
H -1.9706 1.3223 0.8902 0.26
H -1.4996 0.9333 -1.0889 0.28
H 1.5013 2.2444 1.1260 0.38
H -1.8427 -1.7568 0.9568 0.37
H -2.0630 -2.1122 -0.7833 0.40
N -0.2174 -0.8944 -0.4761 0.02
N -1.5933 -1.4336 -0.0998 -0.74
O 2.2219 1.6337 -0.3909 -0.53
O 2.9994 -1.5127 0.0941 -0.59
O 0.8518 -1.7084 -0.0846 -0.31

[6]
15
Properties=species:S:1:pos:R:3:nbo_charge:R:1 method="wB97M-V/def2-TZVPD" multiplicity=1 charge=0 smiles="O=C1NC[C@@H](C(=O)O)N1" orbital_gap_ev=10.515 de_lowest_ev=0.035 homo_energy_ev=-10.088
C 1.4424 1.1093 0.1176 0.78
C 0.1160 0.5847 0.5660 -0.18
C 0.2053 -0.9238 0.8571 -0.21
C -1.3338 -0.6315 -0.8147 0.77
H 0.6446 1.4815 -1.6169 0.51
H -0.1339 1.1260 1.4591 0.24
H -0.2298 -1.2542 1.7999 0.20
H 1.2450 -1.2771 0.9031 0.22
H -0.5867 -2.5026 -0.4716 0.42
H -1.6252 1.3533 -0.3162 0.41
N -0.4551 -1.5169 -0.2835 -0.64
N -0.8973 0.6431 -0.4512 -0.67
O 1.5262 1.5580 -1.1446 -0.66
O 2.3503 1.1156 0.9373 -0.58
O -2.2679 -0.8652 -1.5414 -0.61

[7]
14
Properties=species:S:1:pos:R:3:nbo_charge:R:1 method="wB97M-V/def2-TZVPD" multiplicity=1 charge=0 orbital_gap_ev=8.832 de_lowest_ev=5.204 homo_energy_ev=-9.285
C -0.5961 -2.7523 -1.6661 -0.68
C -1.1641 -1.3068 -1.7781 0.14
C -0.4126 1.8257 -0.4883 -0.03
C 0.5263 -0.1358 1.8844 0.30
H -0.1158 -3.0822 -0.5578 0.25
H 0.1101 -2.8757 -2.5514 0.25
H -1.6228 -3.3257 -1.6375 0.22
H -1.9085 -1.1119 -2.5017 0.18
H -1.0821 2.7087 -0.5089 0.24
H -0.5098 -0.5469 1.5913 0.16
N -0.4182 -0.3662 -1.1642 -0.32
N -0.8251 0.9130 -1.3006 -0.29
O 1.4283 -0.4493 2.6364 -0.51
S 0.7678 1.3885 0.9136 0.08

[8]
14
Properties=species:S:1:pos:R:3:nbo_charge:R:1 method="wB97M-V/def2-TZVPD" multiplicity=1 charge=0 smiles="CC(=S)/N=C/NC=O" orbital_gap_ev=8.347 de_lowest_ev=1.367 homo_energy_ev=-8.764
C 2.6363 1.4346 0.2388 -0.68
C 1.7102 0.2944 -0.0397 0.10
C -0.5772 0.0333 0.1143 0.34
C -2.9756 -0.3135 0.2569 0.54
H 2.2418 2.0448 1.0710 0.23
H 3.6514 1.0901 0.4990 0.24
H 2.6923 2.0580 -0.6315 0.24
H -0.4874 -0.8386 0.7658 0.19
H -2.0291 1.1339 -0.8321 0.43
H -2.7514 -1.1167 0.9345 0.12
N 0.4187 0.7194 -0.2983 -0.53
N -1.8625 0.3578 -0.2122 -0.61
O -4.1040 -0.0192 -0.0410 -0.54
S 2.1787 -1.2781 -0.0830 -0.07

[9]
14
Properties=species:S:1:pos:R:3:nbo_charge:R:1 method="wB97M-V/def2-TZVPD" multiplicity=1 charge=0 orbital_gap_ev=9.365 de_lowest_ev=2.612 homo_energy_ev=-8.944
C -0.9975 -0.5100 0.1760 0.11
C -0.6612 0.6479 -0.4516 -0.46
C 0.5574 1.3750 -0.1428 0.46
C 1.5572 0.7838 0.8442 0.01
H -2.3042 -2.0806 0.4350 0.40
H -2.8781 -0.8474 -0.6145 0.40
H -0.2911 -0.9865 0.8780 0.22
H -1.3607 1.1865 -1.1080 0.23
H 1.6953 1.3538 1.7605 0.20
H 1.4119 -0.7325 -1.3940 0.09
N -2.1803 -1.1526 0.0624 -0.77
N 2.3057 -0.2449 0.7584 -0.53
O 0.7943 2.4880 -0.6018 -0.54
S 2.3513 -1.2806 -0.6017 0.19

[10]
14
Properties=species:S:1:pos:R:3:nbo_charge:R:1 method="wB97M-V/def2-TZVPD" multiplicity=1 charge=0 smiles=CSOc1ncc[nH]1 orbital_gap_ev=8.244 de_lowest_ev=2.859 homo_energy_ev=-8.426
C -2.2230 0.5606 -0.0604 -0.11
C -2.4826 -0.7287 0.0713 -0.10
C -0.3419 -0.3774 -0.3480 0.60
C 2.8459 0.9367 0.1936 -0.79
N -0.8915 0.7616 -0.2936 -0.49
N -1.3280 -1.3979 -0.1780 -0.57
O 0.8588 -0.7085 -0.6585 -0.60
S 2.0940 -0.6315 0.7241 0.46
H -2.8907 1.4152 0.0437 0.21
H -3.4294 -1.0875 0.4296 0.22
H 3.9312 0.6781 -0.0880 0.23
H 2.8525 1.6717 1.0055 0.23
H 2.1714 1.3557 -0.5830 0.28
H -1.1667 -2.4481 -0.2583 0.43

[11]
14
Properties=species:S:1:pos:R:3:nbo_charge:R:1 method="wB97M-V/def2-TZVPD" multiplicity=1 charge=0 orbital_gap_ev=7.446 de_lowest_ev=2.760 homo_energy_ev=-6.839
C 1.0905 1.6794 0.0753 -0.10
C 1.3844 0.3668 0.1768 -0.06
C -0.8789 0.5829 -0.0495 0.10
C 0.1381 -1.7894 -0.0886 -0.42
N -0.2804 1.8012 -0.0595 -0.54
N 0.2351 -0.3754 0.1298 -0.36
O -2.7672 -1.1815 0.1582 -1.01
S -2.5362 0.2698 -0.0950 0.83
H 1.7260 2.5395 0.0961 0.23
H 2.3403 -0.0982 0.3191 0.23
H 0.8742 -2.3026 0.5297 0.20
H -0.8683 -2.1191 0.1708 0.28
H 0.3261 -2.0294 -1.1406 0.19
H -0.7836 2.6560 -0.2226 0.43

[12]
14
Properties=species:S:1:pos:R:3:nbo_charge:R:1 method="wB97M-V/def2-TZVPD" multiplicity=1 charge=0 smiles=Cc1cn(O)c(S)n1 orbital_gap_ev=9.320 de_lowest_ev=4.134 homo_energy_ev=-8.777
C -1.3491 -2.1114 -1.8849 -0.65
C -0.7171 -1.2796 -0.9064 0.11
C 0.6799 -1.3349 -0.6488 -0.13
C -0.2016 0.5631 0.1975 0.14
H -0.7716 -3.0366 -1.8118 0.22
H -2.4719 -2.2954 -1.9085 0.24
H -1.2922 -1.5643 -2.9258 0.23
H 1.3297 -2.0964 -0.6409 0.21
H 2.2952 0.8652 0.9957 0.49
H -0.4522 1.6566 2.2922 0.15
N 0.9321 -0.1611 0.0878 -0.08
N -1.2438 -0.0337 -0.4256 -0.43
O 1.9927 -0.0780 1.1459 -0.52
S -0.1794 2.0897 1.0407 0.01